C18H17CoIN7O2S | ωB97M-V with the def2-TZVPD basis set

Results
Charge: -1
Kohn-Sham gap (spin up / spin down): 5.71 / 5.73 eV
Energy relative to the best compared isomer or geometry (same formula, charge and spin): 169.4 kJ/mol
2S+1: 2
Expectation value of S²: 0.757

Each line ends with the natural charge from an NBO analysis.
CARTESIAN COORDINATES (ANGSTROEM)
O: 1.86748 0.75242 3.64278  -0.341
N: 0.51769 -1.95015 1.69853  -0.392
H: 0.45610 -2.58201 -5.11389  0.204
C: 0.23493 -1.07525 2.78334  0.244
N: 0.68188 -1.66523 3.96510  -0.832
C: 0.49698 -1.99521 -4.20392  -0.154
C: 0.20886 2.98159 -1.01842  0.189
N: 0.64023 -0.51356 -1.88648  -0.495
C: 1.64072 4.86610 -1.34962  -0.156
H: 3.73260 4.42801 -1.06735  0.224
C: -3.45922 0.95301 -0.69066  -0.253
H: -4.36361 0.37336 -0.56922  0.220
H: -0.02981 -1.66997 4.67547  0.389
H: 1.21141 -4.25327 0.21810  0.224
C: 0.36590 4.32644 -1.31833  -0.239
I: 3.77574 -0.61787 -0.56848  -0.831
C: -2.28753 2.89848 -1.43088  -0.241
H: 1.78319 5.91495 -1.57751  0.212
C: 0.64341 -0.60690 -4.26852  -0.327
C: 0.27173 -3.84592 -0.16816  -0.645
C: -1.12324 2.32675 -0.93385  0.167
C: 2.72004 4.05044 -1.06730  -0.254
C: 0.42152 -2.62087 -2.98651  -0.261
H: 0.72046 -0.07963 -5.20804  0.210
H: 1.12055 -2.55874 3.80111  0.378
N: 1.26285 2.19271 -0.76273  -0.463
H: -0.03293 -4.42811 -1.03721  0.195
H: -0.49837 4.94793 -1.50195  0.214
O: 1.39683 1.01677 1.60129  -0.517
C: 0.72340 0.07665 -3.07632  0.088
H: -4.39732 2.61035 -1.68544  0.210
H: 0.87676 1.14853 -3.06260  0.193
N: -1.11615 1.13307 -0.34596  -0.446
C: 0.48286 -1.86008 -1.79841  0.225
H: 0.33554 -3.69549 -2.92574  0.213
S: -1.35510 -0.30906 2.88111  -0.539
Co: 0.90672 0.29167 -0.13217  1.065
C: -3.47371 2.19415 -1.30327  -0.165
H: -0.46880 -3.97136 0.62456  0.235
N: 1.32715 0.34569 2.65951  0.490
C: 2.48845 2.71580 -0.77082  0.088
C: 0.40005 -2.39690 -0.48827  0.029
H: 3.28884 2.02064 -0.54184  0.266
C: -2.25164 0.45570 -0.22136  0.097
N: 0.49832 -1.49718 0.50004  -0.179
H: -2.17909 -0.49061 0.29925  0.252
H: -2.27031 3.86230 -1.91929  0.210

Force components x, y, z for each atom (eV/Å):
O 0.00 0.02 0.00
N -0.01 0.01 0.05
H 0.00 0.00 0.00
C -0.21 -0.23 0.01
N 0.02 -0.04 -0.07
C 0.00 0.01 -0.01
C 0.01 -0.01 0.00
N -0.01 0.01 -0.02
C 0.01 0.01 0.01
H 0.00 0.00 0.01
C 0.01 0.01 -0.01
H 0.00 0.00 0.00
H 0.02 0.03 0.02
H 0.02 0.02 0.00
C -0.03 0.02 -0.01
I 0.05 -0.03 0.00
C -0.02 0.02 -0.01
H 0.00 0.00 0.00
C -0.01 -0.01 0.01
C -0.07 0.04 0.03
C 0.02 -0.01 -0.01
C -0.01 -0.02 0.00
C 0.00 -0.01 0.01
H 0.00 0.00 0.00
H -0.01 0.01 0.01
N 0.02 0.06 -0.03
H 0.01 0.01 0.03
H 0.01 0.00 0.00
O 0.00 0.05 -0.06
C -0.01 0.00 -0.02
H 0.00 0.00 0.00
H 0.00 0.00 0.01
N -0.06 -0.02 0.02
C 0.00 0.02 -0.03
H 0.00 0.02 -0.02
S 0.05 0.02 -0.03
Co 0.06 0.02 0.12
C 0.01 -0.02 0.00
H 0.00 -0.04 0.00
N 0.10 0.07 -0.02
C 0.00 0.04 0.00
C 0.05 0.01 0.03
H 0.00 -0.01 0.00
C -0.02 0.00 0.00
N 0.00 -0.06 0.00
H 0.00 0.00 -0.01
H -0.01 0.00 0.00



C18H17FN2OS | ωB97M-V with the def2-TZVPD basis set

Results
Kohn-Sham gap: 8.67 eV
Energy relative to the best compared isomer or geometry (same formula, charge and spin): 0.0 kJ/mol
Structure (SMILES): COc1cncc(CN2CCc3c(sc4ccc(F)cc34)C2)c1

Each line ends with the natural charge from an NBO analysis.
CARTESIAN COORDINATES (ANGSTROEM)
H: -0.75887 0.43552 0.07785  0.214
C: 1.64580 -0.82846 -1.99291  -0.218
H: 1.58945 -3.26519 -1.13817  0.227
N: 1.03540 2.48099 -3.78300  -0.395
S: 0.33566 -3.82504 1.50976  0.395
C: -1.91043 -0.83154 2.88162  -0.280
H: 1.05198 5.66337 -1.11517  0.185
C: -1.41717 -1.95160 4.86778  -0.293
H: 1.53152 1.19105 -0.19379  0.220
C: 1.10508 3.32492 -2.77446  -0.044
C: -2.15516 -1.01811 4.19123  0.383
C: 1.33193 1.15744 -3.52829  0.004
H: -2.52990 -0.04201 2.40116  0.230
O: 1.43320 3.72055 -0.25521  -0.484
C: 1.33804 2.94237 -1.39587  0.272
C: -0.63501 -2.90849 4.19277  -0.182
H: -1.79909 -1.52956 -1.92480  0.201
H: -0.36598 4.79706 -0.43169  0.185
C: 0.03964 -2.69232 0.25065  -0.183
C: -0.97445 -0.87610 -1.63874  -0.204
H: 1.45421 0.44551 -4.34997  0.199
C: 0.72756 4.95543 -0.41356  -0.271
C: 0.53424 -2.82467 -1.07317  -0.266
C: 1.44828 1.53289 -1.17803  -0.224
H: 0.72855 4.36263 -2.90932  0.192
H: 2.29651 -0.88078 -1.12136  0.188
H: -1.75450 -2.24998 5.89134  0.229
H: 0.92349 5.49501 0.54079  0.199
C: -1.20765 -0.49157 -0.20503  -0.448
C: -0.74615 -1.60032 0.72638  -0.029
H: 2.08666 -1.21157 -2.88662  0.194
C: 1.45704 0.67132 -2.22708  -0.049
H: -2.18331 -0.58586 -0.03426  0.215
H: -0.13268 -3.58549 -1.50871  0.211
H: -0.24073 -3.68309 4.81190  0.221
F: -3.03958 -0.20737 4.79040  -0.319
H: -1.12183 0.04292 -2.19832  0.222
N: 0.38693 -1.53932 -1.79990  -0.459
C: -0.46960 -2.86443 2.78375  -0.193
C: -1.03905 -1.72616 2.16003  -0.044

Force components x, y, z for each atom (eV/Å):
H -0.03 0.81 0.16
C -1.28 1.61 0.27
H -1.33 0.93 0.03
N 1.08 -2.11 0.06
S 0.22 -0.33 1.48
C -0.09 0.13 -2.27
H 0.69 0.32 -1.70
C -0.53 -2.70 1.45
H 0.20 -0.49 1.46
C -1.06 1.09 2.61
C 0.72 0.50 -0.27
C -0.47 1.53 0.30
H 0.86 -0.62 -0.02
O -0.56 0.39 -2.32
C 0.15 -2.49 -0.72
C -0.41 0.42 -0.55
H 0.44 -0.50 -0.31
H 0.47 -0.07 -0.42
C -2.39 3.22 4.56
C 1.74 -0.27 0.54
H -0.34 0.55 -0.02
C -0.73 0.06 3.54
C 0.52 -0.24 -2.67
C -0.12 3.19 -0.54
H 0.65 -0.73 -0.44
H 0.23 -0.50 0.05
H 0.78 0.70 -0.69
H -0.23 -0.44 -0.41
C 3.22 -1.89 0.81
C 2.24 -2.32 -0.43
H 0.89 -0.49 -0.43
C 0.19 -1.17 -1.36
H -4.47 0.98 0.57
H 0.31 -0.01 -0.62
H 0.34 -0.53 0.05
F -0.08 -0.17 0.44
H 0.65 -0.16 -0.65
N -1.22 -0.60 -0.42
C -0.33 1.44 -0.37
C -0.94 0.95 -0.73



C18H17FO3S | ωB97M-V with the def2-TZVPD basis set

Results
Kohn-Sham gap: 8.22 eV

Each line ends with the natural charge from an NBO analysis.
CARTESIAN COORDINATES (ANGSTROEM)
C: 0.31280 -1.14428 1.02819  -0.196
O: 4.66335 0.35260 -0.05021  -0.509
H: 3.95648 -1.93895 0.20371  0.239
C: 0.74314 -2.44461 1.01855  0.026
S: -3.43869 -0.58780 -0.73248  1.252
H: -5.83220 -0.65658 -0.84997  0.231
H: 1.60069 5.56215 -0.80608  0.220
C: -5.01911 -0.84385 -1.55165  -0.831
C: 1.16617 -0.10903 0.74189  -0.064
H: -0.89003 -4.27481 -0.71070  0.199
H: -5.06144 -1.87625 -1.89317  0.240
H: -2.24891 -3.83114 0.38437  0.227
H: 0.10982 3.86772 0.07820  0.237
C: -1.22622 -3.60176 0.08439  -0.599
O: -3.45363 -1.39391 0.51675  -0.992
C: 3.49185 0.65212 0.08108  0.549
F: 5.05971 2.79424 -0.87993  -0.293
H: -4.63531 1.17896 0.35713  0.229
C: -0.23225 -3.57834 1.29041  -0.427
C: 3.77363 3.02257 -0.62381  0.433
C: 1.14510 3.60415 -0.10370  -0.180
C: -3.73971 1.12051 -0.26192  -0.837
C: 2.92714 -1.70944 0.45378  -0.148
C: 2.48248 -0.41748 0.44195  -0.162
H: -2.87816 1.47248 0.30476  0.262
C: 2.94359 2.03596 -0.13535  -0.156
H: -3.85849 1.72805 -1.15965  0.224
C: 2.06159 -2.74498 0.73878  -0.195
C: 3.30384 4.28954 -0.85175  -0.263
O: -0.39993 1.64603 1.14850  -0.538
C: 1.98601 4.56852 -0.60559  -0.173
H: 0.30946 -4.52546 1.24665  0.206
H: -0.76673 -3.44096 2.23046  0.225
H: -5.09578 -0.17381 -2.40821  0.227
C: 1.61904 2.34466 0.14191  -0.112
H: 2.42851 -3.76502 0.73576  0.217
H: -1.23566 -2.60651 -0.36498  0.207
H: 3.96712 5.06368 -1.22164  0.234
H: -0.72938 -0.93797 1.26639  0.246
C: 0.69013 1.29896 0.71719  0.544

Force components x, y, z for each atom (eV/Å):
C -1.15 0.50 0.38
O -0.61 0.45 0.05
H -0.01 0.27 0.06
C -0.23 -1.75 0.75
S 0.07 0.10 -0.02
H 0.05 0.00 0.05
H 0.06 -0.06 0.03
C -0.13 0.00 -0.02
C -0.04 0.42 -0.15
H -0.04 -0.11 0.26
H 0.07 0.00 0.03
H 0.13 -0.12 -0.09
H 0.05 -0.29 0.14
C 0.08 0.28 0.14
O -0.11 0.06 0.05
C -0.18 -0.64 0.10
F 0.07 -0.07 -0.04
H 0.00 -0.08 -0.01
C -0.19 0.27 -1.51
C 0.30 0.27 -0.03
C -0.89 0.59 0.03
C -0.01 0.14 0.05
C 0.61 -1.02 -0.20
C 1.02 1.45 -0.36
H 0.04 -0.10 -0.02
C 0.99 -1.15 0.12
H 0.02 -0.03 -0.02
C 0.25 0.30 -0.06
C 0.45 0.72 -0.34
O 0.58 -0.49 -0.39
C -0.31 0.63 -0.10
H -0.03 0.08 0.61
H 0.13 -0.08 -0.02
H 0.04 0.00 0.00
C -0.36 -0.97 0.28
H -0.15 0.01 0.03
H -0.29 -0.12 0.05
H 0.06 -0.18 -0.01
H 0.10 0.06 -0.06
C -0.41 0.66 0.25



C18H17N3O2S | ωB97M-V with the def2-TZVPD basis set

Results
Kohn-Sham gap: 8.34 eV
Energy relative to the best compared isomer or geometry (same formula, charge and spin): 189.3 kJ/mol
Structure (SMILES): CC(C)(C)OC(=O)c1csc(-c2cnc(-c3ccccc3)nc2)n1

Each line ends with the natural charge from an NBO analysis.
CARTESIAN COORDINATES (ANGSTROEM)
C: -0.36988 -4.42636 -6.52269  -0.221
H: 2.32461 -2.51139 -7.30539  0.214
N: -0.66301 -3.18927 -2.41654  -0.440
C: -1.02827 -0.44826 2.82742  -0.378
C: 1.53031 -2.96963 -6.74152  -0.222
N: 0.78666 -1.39416 -2.90599  -0.446
H: -2.26859 3.59822 5.08363  0.217
C: 0.14814 -2.52788 -3.24499  0.402
H: -1.27729 -4.50183 -4.58019  0.231
C: -0.46869 4.48421 3.33277  -0.641
H: -1.59445 -3.13258 -0.58625  0.197
H: 1.22227 0.00191 -1.44889  0.232
C: -0.53338 -4.01267 -5.22595  -0.165
C: -0.31152 -1.10499 0.61638  0.059
H: -0.54235 5.47061 3.77030  0.212
H: -1.19738 3.02995 6.33837  0.213
C: -0.19181 3.45790 4.45565  0.269
H: 1.29304 2.69543 5.82968  0.216
C: -0.16501 0.44188 2.22004  -0.003
C: 0.69207 -3.92193 -7.28104  -0.194
H: 2.05615 3.49912 4.41513  0.240
C: 1.27349 -2.42525 -5.46763  -0.154
C: 0.27665 -2.98823 -4.66013  -0.113
N: 0.23966 0.02799 0.93681  -0.385
C: 0.67941 -0.91761 -1.66440  0.128
S: -1.36900 -1.81123 1.80248  0.417
H: 1.29233 4.46307 5.67404  0.216
H: 1.97900 -1.67217 -5.08670  0.236
C: -0.12338 -1.58914 -0.74602  -0.194
H: 0.86694 -4.37657 -8.22334  0.211
H: -1.20585 4.72388 5.93260  0.221
H: -0.99939 -5.21928 -6.91585  0.215
O: 1.22062 2.30718 2.27227  -0.575
C: 1.19841 3.52833 5.12361  -0.643
H: 0.30234 4.49555 2.56555  0.242
C: 0.30333 1.69230 2.85246  0.766
C: -1.26874 3.72316 5.50555  -0.621
O: -0.42583 2.12187 3.91830  -0.523
H: -1.45787 4.29855 2.92409  0.214
H: -1.41563 -0.23543 3.81271  0.260
C: -0.80809 -2.68524 -1.18634  0.095

Force components x, y, z for each atom (eV/Å):
C 0.50 -0.15 -0.14
H 0.24 -0.22 -0.24
N -0.15 0.05 0.07
C 0.59 0.78 -0.51
C -0.62 1.01 0.55
N 0.30 0.24 0.13
H 0.08 0.05 -0.10
C -0.45 0.42 0.30
H 0.30 0.40 -0.35
C 0.54 -0.18 0.37
H 0.23 -0.25 0.16
H -0.22 -0.26 0.19
C -0.20 0.52 1.58
C 0.35 1.35 -0.08
H 0.21 0.31 0.21
H 0.10 -0.22 0.14
C 0.25 1.18 -0.26
H 0.00 0.16 -0.09
C -1.07 -2.37 -0.17
C -0.37 -0.29 0.79
H -0.79 -0.14 0.29
C 0.58 -0.69 -0.12
C 0.28 -0.26 -0.58
N -0.34 0.52 1.51
C 0.08 -0.76 -1.14
S 0.38 0.90 0.64
H -0.13 0.03 0.10
H -0.69 -0.33 -0.04
C 0.04 0.19 0.73
H 0.25 -0.01 -0.87
H 0.23 0.03 -0.27
H 0.06 0.16 -0.01
O -2.12 -1.14 2.19
C 0.27 -0.04 -0.72
H -0.17 -0.09 -0.04
C 1.92 2.26 -2.14
C -0.32 -0.81 0.21
O 0.53 -0.84 -0.63
H 0.00 -0.26 -0.28
H -0.28 -0.54 -0.05
C -0.36 -0.71 -1.32